Record 1
C26H43AlBeCl2F6KN2NaO8 | ωB97M-V/def2-TZVPD

The geometry in ORCA input format:
```
! wB97M-V def2-TZVPD RIJCOSX def2/J DEFGRID3
* xyz 0 1
H -6.493 3.693 -3.380
C 1.035 -1.574 2.536
C 1.015 -0.747 1.290
O 2.808 1.536 -2.018
H 3.600 1.840 -4.570
H 4.055 -2.283 5.707
H -3.394 1.893 -3.531
H -4.487 1.431 -4.868
O 2.919 -4.371 0.499
H -2.628 4.361 -2.873
N 2.181 -2.259 -0.285
H 2.168 -7.257 -0.941
H -2.596 -0.494 5.662
Be -2.631 -3.780 2.305
F -2.222 4.525 3.232
H 3.763 1.720 -0.237
C -4.979 3.995 -1.895
C 2.264 -3.094 0.795
C 0.631 -6.056 -1.917
C 5.329 3.056 -3.394
C 3.082 2.304 -0.859
H 5.837 2.840 -4.339
C -3.310 0.734 1.825
O 3.728 -4.875 -3.966
C -2.026 -0.702 3.461
H -4.760 2.084 2.792
C 1.789 -2.921 2.251
Na 4.167 -0.881 0.491
H 3.557 3.258 -1.098
Cl -6.305 5.846 -1.503
C 3.629 -3.771 -3.250
F -3.485 6.275 5.101
H -3.537 1.082 0.796
H -2.551 5.059 -1.228
H 5.931 3.769 -2.831
H 2.876 -5.797 -1.766
F -5.754 8.241 -0.893
H 0.818 -4.827 0.261
H -1.758 -0.704 1.189
H -4.817 5.059 -2.132
C -3.874 2.236 -4.450
F -5.070 4.570 3.441
H 0.822 -6.343 -2.978
O 4.067 3.650 -3.652
C 2.055 -4.052 3.355
O 0.466 -1.224 3.792
H 3.473 -4.579 4.945
C 3.342 -3.727 4.238
H 1.183 -4.043 4.077
C 2.144 2.294 -3.031
H 2.538 3.213 -4.919
C -0.929 -1.738 3.774
H 1.831 -6.140 1.036
H 3.260 -1.479 4.268
H 5.234 2.137 -2.810
H 4.565 -3.173 -3.108
Al -3.615 5.547 3.521
F -0.176 0.468 -0.542
O -1.247 -2.947 3.986
Cl 4.763 -3.660 3.096
H -5.717 3.926 -1.075
H -1.756 3.513 -1.582
H 3.287 -3.882 -2.194
H 1.642 3.165 -2.600
O -3.791 3.412 -1.416
H 1.379 1.645 -3.463
C 2.027 -6.161 -1.136
C -3.776 0.847 4.358
C -2.624 4.133 -1.804
O -4.677 3.387 -4.229
C 3.106 2.713 -4.129
H 0.208 -5.026 -1.790
H -0.121 -6.774 -1.497
H 2.259 -2.323 5.597
C -2.288 -0.292 2.088
K -0.134 -4.055 1.499
H 2.930 -2.985 -3.621
H 0.513 0.256 1.342
H 2.158 2.480 -0.300
H -5.698 2.194 -2.871
H 2.138 -5.092 2.958
H 1.483 -0.418 -0.687
H -4.343 1.288 5.203
C -5.531 3.250 -3.107
C -4.008 1.283 2.979
F -3.682 6.791 2.306
H -3.101 2.496 -5.174
C 1.840 -5.358 0.214
N 1.561 -1.124 0.086
C 3.201 -2.341 4.983
C -2.768 -0.164 4.608
*
```

Output
Orbital gap = 2.51 eV
E_HOMO = -7.12 eV
Lowest unoccupied orbital energy = -4.6 eV
E_tot = -116092.709 eV

***

Record 2
C3H4O4S | ωB97M-V/def2-TZVPD

The geometry in ORCA input format:
```
! wB97M-V def2-TZVPD RIJCOSX def2/J DEFGRID3
* xyz 0 1
C 1.299 -0.162 -0.764
H 0.573 1.194 1.516
O -1.355 -1.473 -0.382
O 1.409 -0.914 -1.696
O 0.970 0.294 1.622
H 2.178 1.236 -1.621
C 0.569 -0.481 0.545
C -0.926 -0.387 0.246
H -2.284 -1.332 -0.596
O 1.776 1.100 -0.769
S -1.832 0.911 0.599
H 0.796 -1.534 0.748
*
```

Output
Relative energy (zero: lowest compared OMol25 entry of this formula, charge and spin) = 0.5 kJ/mol
Orbital gap = 9.55 eV
E_HOMO = -9.72 eV
Lowest unoccupied orbital energy = -0.2 eV
E_tot = -22201.027 eV

***

Record 3
C5H6O2 | ωB97M-V/def2-TZVPD

The geometry in ORCA input format:
```
! wB97M-V def2-TZVPD RIJCOSX def2/J DEFGRID3
* xyz 0 1
H -0.839 -0.807 -1.183
H 2.147 1.083 -1.040
H -1.459 0.811 1.395
O 2.017 -2.001 -0.532
O 0.257 -0.314 1.379
H 0.733 1.797 1.073
H -2.176 0.341 -0.931
C 1.510 0.431 -0.461
H -2.155 -1.204 -0.044
C -1.532 -0.399 -0.440
C 0.547 0.829 0.593
C -0.823 0.298 0.677
C 1.774 -0.865 -0.483
*
```

Output
Relative energy (zero: lowest compared OMol25 entry of this formula, charge and spin) = 205.5 kJ/mol
Orbital gap = 9.77 eV
E_HOMO = -8.80 eV
Lowest unoccupied orbital energy = 1.0 eV
E_tot = -9374.966 eV

***

Record 4
C17H24N2O5S | ωB97M-V/def2-TZVPD

The geometry in ORCA input format:
```
! wB97M-V def2-TZVPD RIJCOSX def2/J DEFGRID3
* xyz 0 1
H 5.583 -0.810 -1.350
C -4.046 0.326 0.457
C -6.213 0.417 -0.475
H -0.617 1.675 -1.670
H -2.706 2.284 -0.745
H 4.948 -2.350 0.356
H 6.042 -0.257 0.292
H -6.590 0.842 -1.408
H -6.433 1.089 0.360
N 4.030 0.069 -0.285
C 3.274 -1.091 -0.112
H -2.123 2.225 0.921
C -0.323 0.127 1.228
H -6.430 -1.357 0.721
C 3.882 -2.308 0.202
H -1.758 -1.491 1.010
H -7.892 -0.878 -0.150
C 1.766 -3.436 0.131
H 1.183 -4.341 0.209
H 2.847 2.335 -1.495
C 5.438 -0.040 -0.593
C -2.570 0.290 0.101
H 3.107 3.618 -0.276
H 0.376 -0.618 1.602
C 1.884 -1.058 -0.279
O 4.798 1.815 1.364
S 3.662 1.481 0.551
C -0.634 1.720 -0.578
O 1.588 0.784 -1.732
C 3.137 -3.465 0.322
C -2.070 1.733 -0.051
C 1.198 0.185 -0.735
H -6.553 -1.640 -1.023
O -4.486 0.372 1.575
H 3.632 -4.394 0.564
O -4.795 0.344 -0.647
H -0.104 2.630 -0.269
H 5.762 0.918 -0.994
C 3.517 2.731 -0.740
C 1.152 -2.235 -0.168
O 2.405 1.323 1.220
H -0.255 0.995 1.891
H 4.503 2.931 -1.135
H -2.465 -0.215 -0.863
H -2.240 -0.242 2.157
C -1.758 -0.416 1.194
N 0.073 0.549 -0.093
C -6.811 -0.958 -0.216
H 0.088 -2.206 -0.350
*
```

Output
Relative energy (zero: lowest compared OMol25 entry of this formula, charge and spin) = 82.3 kJ/mol
Orbital gap = 9.46 eV
E_HOMO = -8.72 eV
Lowest unoccupied orbital energy = 0.7 eV
E_tot = -42071.937 eV